A cluster of 10 separate species, C36H76O24S8 in total. Source: the Open Molecules 2025 dataset; level of theory: ωB97M-V/def2-TZVPD.

Geometry as XYZ:
```
144
Properties=species:S:1:pos:R:3:forces:R:3
C -6.9961 8.3495 1.3361 -0.06 0.08 -0.28
C -6.2549 7.2838 0.4950 -1.13 1.58 0.66
O -5.0378 7.2034 1.2351 2.69 -1.55 -0.96
S -3.6327 6.8342 0.3856 0.71 -1.72 0.10
C -3.0429 8.5524 0.0518 -1.26 -1.24 -0.63
O -2.6384 6.1846 1.2605 -2.32 1.53 -1.10
O -3.9973 6.0878 -0.8362 0.36 1.89 2.01
H -7.7822 8.8493 0.7700 0.00 -0.03 -0.03
H -6.2392 9.0745 1.6354 -0.15 0.26 -0.23
H -7.4207 8.0097 2.2807 0.00 -0.48 -0.19
H -6.8291 6.3612 0.4104 0.50 -0.26 0.20
H -6.0908 7.6812 -0.5066 0.15 -0.12 -0.03
H -1.9984 8.5056 -0.2565 -0.09 0.05 0.47
H -3.3380 9.1741 0.8971 0.56 -0.19 0.05
H -3.6438 8.8432 -0.8098 0.05 0.17 -0.06
C 9.2296 -5.2187 -0.5747 0.34 -0.33 0.84
C 7.8013 -4.7335 -0.4813 0.17 -0.38 0.51
O 6.9246 -5.8014 -0.8620 -1.61 -0.22 -0.95
S 5.4909 -5.2721 -1.4660 1.73 1.16 -0.23
C 6.1491 -4.7698 -3.1592 -1.85 -1.12 1.45
O 4.6464 -6.4200 -1.4996 0.26 0.30 -0.32
O 5.0568 -4.0513 -0.8009 0.59 -1.41 -0.57
H 9.6327 -5.2771 -1.5857 -0.18 -0.17 0.06
H 9.3086 -6.1626 -0.0352 -0.21 -0.49 -0.57
H 9.9259 -4.6545 0.0458 -0.20 0.79 -0.26
H 7.4774 -4.6143 0.5526 0.53 1.10 -0.01
H 7.6115 -3.8912 -1.1466 0.09 0.33 0.56
H 7.0173 -4.1155 -3.0803 -0.33 -0.13 -0.01
H 5.2365 -4.3132 -3.5425 0.41 0.36 -0.45
H 6.3147 -5.7233 -3.6607 0.28 0.23 -0.06
C 0.1487 0.5911 -0.3853 -0.08 -1.13 -0.12
C 0.6573 0.1146 -1.7825 -1.25 2.14 -0.18
O -0.2843 -0.8257 -2.3941 0.06 -0.63 -0.69
S -0.7272 -0.7956 -4.0197 2.56 1.37 0.79
C -2.3538 0.0918 -3.8363 1.47 -0.72 -0.19
O 0.2512 0.0766 -4.7312 -2.40 -1.92 1.38
O -0.8856 -2.1937 -4.3857 -0.25 2.18 0.47
H 0.5809 1.5185 -0.0095 0.21 0.13 -0.62
H 0.3878 -0.1325 0.3940 -0.02 -0.27 -0.09
H -0.9355 0.7020 -0.3680 0.00 0.08 -0.23
H 0.5949 0.9783 -2.4444 0.40 0.20 0.02
H 1.7109 -0.1599 -1.7301 -0.31 -0.87 -0.27
H -2.8095 -0.3989 -2.9762 -0.43 -0.17 -0.53
H -2.7943 0.0028 -4.8293 -0.46 -0.23 0.37
H -2.2153 1.1456 -3.5946 0.49 -0.15 -0.09
C -2.6124 -11.5334 -8.9782 0.23 -0.81 0.31
C -2.8093 -10.3455 -8.1116 -0.99 1.27 -0.67
O -2.2007 -10.5743 -6.8677 1.72 -0.05 2.02
S -1.7205 -9.3533 -5.9006 -2.03 -0.58 0.31
C -3.3695 -8.4545 -5.8027 0.88 0.12 1.24
O -1.2962 -9.8570 -4.6090 -1.23 0.18 -1.84
O -0.8074 -8.5697 -6.6398 0.54 0.86 -0.66
H -3.2785 -11.4906 -9.8399 -0.13 -0.26 0.18
H -2.7620 -12.3853 -8.3149 -0.29 -0.45 -0.57
H -1.5889 -11.5880 -9.3490 0.03 0.10 0.06
H -2.4655 -9.4993 -8.7065 0.47 0.55 0.71
H -3.8460 -10.1434 -7.8427 -0.35 -0.24 -0.58
H -3.1328 -7.5403 -5.2584 0.17 0.12 -0.15
H -4.0792 -8.9662 -5.1526 0.30 -0.50 -0.11
H -3.8827 -8.1806 -6.7245 0.68 -0.31 -0.25
C 0.1900 5.7827 -5.8937 -1.21 -0.66 0.00
C -0.0143 7.2878 -5.6256 2.95 -1.96 0.61
O -1.2986 7.6477 -5.9882 -1.62 1.33 -0.22
S -1.5943 9.2517 -5.9846 -0.37 -0.34 0.07
C -0.9909 9.6595 -7.6727 -0.63 0.71 -0.26
O -3.0751 9.3535 -5.9971 3.77 0.11 0.23
O -0.6906 9.8168 -4.9705 -2.10 -0.40 -1.67
H 1.0792 5.2647 -5.5345 0.70 0.98 -0.33
H 0.0113 5.5875 -6.9511 0.40 -0.04 -0.10
H -0.5204 5.1203 -5.3991 -0.75 0.52 0.21
H 0.2558 7.5227 -4.5961 -0.54 0.11 0.12
H 0.7600 7.7718 -6.2208 -0.19 0.47 -0.28
H 0.0593 9.6252 -7.9622 0.20 -0.86 0.96
H -1.1792 10.7076 -7.9054 -0.65 0.10 0.48
H -1.5891 9.0652 -8.3634 0.02 -0.08 0.20
C -4.7665 1.1990 4.2094 -1.13 0.76 0.16
C -5.0342 2.5320 5.0071 0.19 -0.29 -1.92
O -5.4530 2.2041 6.2785 0.62 0.15 4.14
S -5.3178 3.4322 7.4207 -0.14 -1.87 0.40
C -5.4050 2.2486 8.8721 -0.91 0.87 -0.57
O -3.9616 4.0072 7.4078 -2.71 -0.60 -0.36
O -6.5685 4.1862 7.2937 2.38 -0.58 0.39
H -3.7745 0.7642 4.3314 -0.10 0.24 0.27
H -4.9849 1.2720 3.1440 0.38 0.63 -0.11
H -5.5369 0.4815 4.4919 0.18 -0.16 0.52
H -4.1427 3.1557 5.0738 0.04 0.07 -0.35
H -5.9142 3.1071 4.7191 0.44 0.17 -1.64
H -5.6448 2.7956 9.7839 0.63 0.45 -0.11
H -4.5082 1.6341 8.9517 -0.08 0.34 -0.20
H -6.3082 1.6477 8.7664 0.20 -0.18 -0.62
C 1.9362 -3.9368 6.0239 1.02 0.78 -0.68
C 2.0984 -5.2361 6.7167 0.67 -0.84 1.48
O 1.9112 -6.3951 5.9088 0.23 -1.33 -2.13
S 3.2106 -7.2227 5.2485 -1.20 -0.77 1.25
C 3.6198 -8.1479 6.7890 0.04 -0.11 -1.00
O 2.7293 -8.1075 4.1580 1.12 2.62 2.83
O 4.2964 -6.2812 5.1569 -0.45 -0.24 -0.99
H 2.8427 -3.7645 5.4436 -0.22 -0.34 -0.82
H 2.0661 -3.0803 6.6855 -0.77 -0.16 0.55
H 1.0366 -3.8682 5.4123 0.11 0.07 0.13
H 3.0827 -5.3231 7.1769 0.29 0.33 -0.08
H 1.4285 -5.3852 7.5636 -0.44 0.09 -0.19
H 4.7006 -8.2884 6.8080 -0.09 -0.21 -0.32
H 3.0819 -9.0958 6.7732 0.03 0.16 0.21
H 3.3880 -7.5175 7.6474 -0.33 -0.07 -0.24
C -6.6572 -4.4152 0.1629 1.66 -1.00 2.25
C -5.7480 -5.6033 0.6388 -0.78 0.53 -1.97
O -4.3404 -5.2107 0.4141 0.44 -0.89 1.50
S -3.2043 -5.9677 1.3578 0.41 -1.42 2.27
C -1.7165 -4.8444 1.1143 -1.83 -0.28 0.40
O -3.6336 -5.9421 2.8253 1.03 0.24 -4.62
O -2.8323 -7.2751 0.7778 -1.11 2.52 0.94
H -6.3449 -4.0853 -0.8279 -0.39 0.02 0.17
H -6.4537 -3.7051 0.9645 -0.40 0.84 -0.54
H -7.6736 -4.7877 0.2908 -0.09 0.29 -0.52
H -5.9720 -5.9363 1.6523 0.41 0.25 -0.01
H -6.0384 -6.3632 -0.0868 0.78 -0.70 0.31
H -1.5164 -4.7457 0.0474 0.00 -0.19 0.18
H -0.9059 -5.2890 1.6917 -0.18 -0.21 -0.23
H -2.0037 -3.8939 1.5638 0.06 0.00 -0.13
C 5.7954 0.9614 5.7608 0.60 0.13 -1.15
C 4.7323 1.8478 5.5829 -0.35 -0.81 -0.10
C 4.4303 2.3495 4.3242 1.02 0.42 0.09
C 5.3400 2.1737 3.2623 -0.42 -0.21 0.31
C 6.4533 1.3673 3.4266 0.13 -0.29 1.66
C 6.6724 0.7497 4.6905 -0.60 0.43 -0.64
H 5.9663 0.3854 6.6583 -0.09 0.35 0.31
H 4.0664 2.0643 6.4051 -0.09 -0.04 0.09
H 3.5478 2.9668 4.2431 0.01 0.10 -0.31
H 5.1901 2.6577 2.3085 -0.23 0.02 -0.06
H 7.1790 1.2295 2.6387 -0.06 -0.01 -0.11
H 7.5239 0.1009 4.8333 0.06 -0.09 -0.08
C 4.5672 8.6573 1.1292 -1.60 -2.09 0.41
C 3.9646 7.6324 0.3937 0.44 1.27 -1.05
C 4.2826 7.5803 -0.9775 -0.85 -0.38 1.33
C 5.2104 8.4369 -1.5392 0.74 -1.25 -0.95
C 5.8740 9.3854 -0.7783 -0.72 -1.57 -1.73
C 5.4363 9.4724 0.4946 1.11 3.26 0.85
H 4.2645 8.6711 2.1658 0.23 0.83 0.15
H 3.1279 7.0994 0.8206 0.25 -0.49 0.01
H 3.7525 6.8497 -1.5705 0.13 0.00 -0.32
H 5.4405 8.1779 -2.5622 0.23 0.57 -0.31
H 6.6452 10.0694 -1.1005 -0.20 -0.05 -0.47
H 5.7104 10.4869 0.7434 0.23 -0.11 2.08
```
Positions in Å, forces in eV/Å.

The total energy is -174375.1635 eV. Its charge is 0. As for the HOMO energy: -9.3 eV. Its SMILES is CCOS(C)(=O)=O.CCOS(C)(=O)=O.CCOS(C)(=O)=O.CCOS(C)(=O)=O.CCOS(C)(=O)=O.CCOS(C)(=O)=O.CCOS(C)(=O)=O.CCOS(C)(=O)=O.c1ccccc1.c1ccccc1. The calculation puts the largest force on an atom at 4.7 eV/A.

***

A structure of composition C22H26N5O5Ti. Source: the Open Molecules 2025 dataset; level of theory: ωB97M-V/def2-TZVPD.

Geometry as XYZ:
```
59
Properties=species:S:1:pos:R:3:forces:R:3
Ti -0.7659 0.1372 -0.2756 0.70 0.28 1.26
C -1.6758 -0.6595 3.1708 0.04 -0.20 -0.03
C -1.1885 -1.9717 2.9134 0.23 0.22 0.03
C -1.5526 -2.3292 1.6215 -0.12 0.02 -0.18
C -2.2878 -1.2474 1.0451 0.02 0.00 -0.05
C -2.3755 -0.2342 2.0531 -0.09 0.07 -0.07
H -1.5291 -0.0972 4.0811 -0.02 0.00 0.05
H -0.6257 -2.5899 3.6013 0.01 0.02 0.04
H -1.3392 -3.2736 1.1384 -0.05 -0.02 0.01
H -3.0134 -1.3721 0.2478 0.08 0.04 0.00
H -2.9488 0.6774 1.9593 0.05 -0.01 0.01
O 2.1997 2.2216 -2.2687 0.16 0.19 -0.04
C 1.3006 2.0426 -1.4761 -0.37 -0.27 0.04
O 0.3927 1.1150 -1.5934 -0.08 -0.04 -0.05
C 1.2352 2.8253 -0.1689 0.17 0.23 0.11
C 1.6823 1.8599 0.9486 -0.05 -0.27 -0.08
C 2.1097 2.6172 2.1950 0.07 0.04 0.00
C 0.7509 3.1386 2.7134 -0.02 0.06 0.07
C -0.2258 2.5369 1.7110 -0.22 -0.29 0.01
O 0.4165 1.2702 1.3659 -0.03 0.05 -0.14
C -0.1758 3.2616 0.3653 0.15 0.29 -0.11
C -1.3138 2.8470 -0.5560 -0.33 -0.82 0.26
O -1.6846 3.4893 -1.4987 -0.04 0.25 -0.06
O -1.8696 1.6693 -0.2039 0.16 0.55 -0.29
H 1.9151 3.6733 -0.2503 -0.05 -0.06 0.00
H 2.3455 1.0614 0.6190 0.02 0.07 0.02
H 2.5732 1.9432 2.9139 0.01 -0.01 -0.01
H 2.8197 3.4072 1.9565 0.00 0.01 0.01
H 0.5417 2.7683 3.7155 -0.01 0.01 -0.01
H 0.6853 4.2258 2.7295 0.00 0.00 0.00
H -1.2221 2.3192 2.0864 0.08 0.06 -0.02
H -0.2275 4.3462 0.4730 0.05 -0.06 -0.02
N -4.0317 0.0628 -4.5289 -0.02 -0.09 -0.03
C -3.1377 -0.6509 -3.7928 0.08 0.20 0.22
C -2.5534 -0.0722 -2.6414 -0.04 -0.09 -0.33
N -1.6991 -0.7657 -1.9197 -0.10 -0.40 -0.40
C -1.4016 -2.0315 -2.2753 -0.19 0.03 -0.17
C -1.9894 -2.5689 -3.3979 0.04 0.09 0.09
N -2.8488 -1.8902 -4.1600 0.01 -0.13 -0.06
H -4.0754 1.0596 -4.4124 0.01 0.00 -0.01
H -4.2834 -0.3116 -5.4275 0.00 0.00 0.00
H -2.7678 0.9462 -2.3372 0.04 -0.03 0.02
H -0.7073 -2.5861 -1.6583 -0.03 0.06 0.02
H -1.7504 -3.5821 -3.6943 -0.06 -0.01 -0.07
C 3.0835 -2.9065 2.4068 0.09 -0.03 -0.03
C 2.5462 -2.2824 1.1659 -0.09 0.01 -0.03
C 3.0265 -2.2359 -0.1317 0.04 0.08 0.18
C 2.0833 -1.5070 -0.8668 0.01 0.05 -0.07
N 1.0710 -1.1561 -0.0683 -0.26 0.06 -0.03
N 1.3859 -1.6165 1.1605 -0.28 0.00 0.22
C 2.1830 -1.1174 -2.3021 -0.12 -0.08 -0.11
H 4.0491 -3.3633 2.2027 0.01 0.00 0.01
H 2.4142 -3.6786 2.7859 -0.04 -0.01 -0.02
H 3.2139 -2.1624 3.1919 0.01 0.02 0.02
H 3.9473 -2.6517 -0.4999 0.04 -0.02 0.00
H 0.6571 -1.5709 1.8890 0.25 -0.09 -0.21
H 2.7974 -1.8504 -2.8223 0.04 0.02 -0.05
H 2.6321 -0.1287 -2.4113 0.01 -0.04 0.01
H 1.2089 -1.0607 -2.7876 0.05 -0.03 0.07
```
Positions in Å, forces in eV/Å.

The total energy is -64042.6036 eV. Its charge is 0. The spin multiplicity is 2. For the energy above the lowest of the compared OMol25 structures with the same formula, charge and spin, the calculation gives 61.8 kJ/mol. Its expectation value of S² is 0.7531. As for the HOMO energy (alpha / beta): -7.4 / -7.5 eV. The calculation puts the largest force on an atom at 1.5 eV/A.

***

A structure of composition C30H26N5S2SbSeV. Source: the Open Molecules 2025 dataset; level of theory: ωB97M-V/def2-TZVPD.

Geometry as XYZ:
```
66
Properties=species:S:1:pos:R:3:forces:R:3
V 0.6604 0.6175 0.9445 -2.29 1.03 0.16
C 0.8829 2.1232 4.3709 0.00 -0.03 0.01
C -0.2436 1.2908 3.8346 -0.40 0.10 0.37
C -1.5289 1.4074 4.3277 0.40 0.18 -0.09
C -2.5294 0.5498 3.8640 -0.08 -0.39 -0.26
C -2.2017 -0.4610 2.9849 -0.43 0.31 0.13
C -0.8940 -0.5234 2.5020 0.58 -0.81 -0.52
N 0.0398 0.3677 2.8914 0.23 0.42 0.12
Sb -0.1102 -2.4083 1.6926 0.09 -0.08 0.16
C 1.9268 -1.6893 1.8319 -0.28 -0.11 0.04
C 2.8583 -2.5531 2.3744 0.04 0.02 0.00
C 4.1741 -2.1342 2.5012 -0.05 0.15 -0.03
C 4.4962 -0.8568 2.0843 0.04 -0.20 0.02
C 3.5199 -0.0205 1.5578 -0.05 0.01 -0.10
C 3.8858 1.3729 1.1429 -0.13 -0.02 0.01
N 2.2389 -0.4354 1.4370 2.19 -1.23 0.66
C -0.0697 -2.4509 -0.4905 -0.04 -0.09 0.21
C -1.1366 -2.9775 -1.2083 -0.06 0.16 0.09
C -0.9288 -3.3032 -2.5391 -0.07 0.02 0.01
C 0.3264 -3.1165 -3.0863 -0.03 0.03 -0.03
C 1.3559 -2.6266 -2.2858 -0.16 -0.03 0.06
C 2.7384 -2.4326 -2.8231 0.00 0.14 0.03
N 1.1465 -2.3100 -1.0037 0.16 -0.01 -0.07
H 0.7194 3.1814 4.1783 -0.02 0.00 0.00
H 1.8193 1.8301 3.9011 0.02 0.01 0.01
H 0.9641 1.9779 5.4504 0.02 -0.02 -0.01
H -1.7475 2.1597 5.0736 0.02 0.00 0.02
H -3.5435 0.6469 4.2292 0.00 -0.03 0.03
H -2.9386 -1.1932 2.6817 -0.02 0.01 -0.01
H 2.5504 -3.5371 2.7015 0.01 -0.01 -0.04
H 4.9282 -2.7850 2.9236 0.00 -0.01 0.00
H 5.5101 -0.4912 2.1723 -0.01 0.04 -0.04
H 4.9326 1.4133 0.8466 0.01 0.00 0.03
H 3.7348 2.0704 1.9708 -0.01 -0.02 0.02
H 3.2764 1.7135 0.3111 0.06 0.06 -0.06
H -2.0925 -3.1477 -0.7273 -0.03 0.02 -0.06
H -1.7324 -3.7112 -3.1392 -0.01 0.02 0.00
H 0.5111 -3.3585 -4.1248 0.05 0.00 0.01
H 2.9192 -3.0630 -3.6931 0.02 0.02 0.01
H 3.4764 -2.6402 -2.0497 -0.02 -0.04 -0.01
H 2.8600 -1.3867 -3.1133 0.02 0.04 -0.02
S 0.8237 3.1116 1.2744 0.28 0.18 0.20
C -0.7205 2.8413 0.6580 -0.26 0.34 0.11
N -1.1575 1.6020 0.6167 -0.41 0.19 -0.14
C -2.4225 1.5045 0.0697 -0.27 0.11 -0.13
C -3.1635 0.3360 -0.0978 0.10 0.07 0.03
C -4.3897 0.4020 -0.7320 0.01 -0.05 0.06
C -4.8950 1.6189 -1.1869 -0.08 0.03 -0.04
C -4.1859 2.7929 -0.9999 0.01 0.06 0.02
C -2.9550 2.7292 -0.3633 0.17 -0.12 0.07
S -1.8276 4.0193 -0.0226 0.09 -0.22 0.02
H -2.7553 -0.6045 0.2480 0.01 -0.02 -0.06
H -4.9644 -0.5037 -0.8806 0.01 0.01 0.00
H -5.8507 1.6417 -1.6936 0.00 0.04 0.01
H -4.5711 3.7418 -1.3493 -0.04 -0.03 -0.02
Se 1.3436 1.2047 -1.3644 0.56 0.16 -1.07
C 0.2526 0.8739 -2.8775 0.20 -0.31 0.08
C 0.7701 1.1653 -4.1419 -0.01 0.00 0.06
C -0.0105 0.9323 -5.2598 0.01 0.02 0.05
N -1.2460 0.4345 -5.2127 -0.10 -0.04 -0.15
C -1.7293 0.1569 -4.0059 -0.02 -0.05 0.01
C -1.0329 0.3523 -2.8244 0.03 -0.04 -0.15
H 1.7735 1.5612 -4.2327 -0.02 0.02 -0.07
H 0.3717 1.1518 -6.2520 0.04 0.01 0.03
H -2.7320 -0.2622 -3.9815 0.01 0.04 0.05
H -1.4807 0.0870 -1.8856 -0.08 -0.06 0.14
```
Positions in Å, forces in eV/Å.

The total energy is -158224.4179 eV. Its charge is 0. The spin multiplicity is 2. For the energy above the lowest of the compared OMol25 structures with the same formula, charge and spin, the calculation gives 38.5 kJ/mol. Its expectation value of S² is 1.1675. As for the HOMO energy (alpha / beta): -6.7 / -5.6 eV. The calculation puts the largest force on an atom at 2.6 eV/A.